Below is a structure of composition C19H20HgN2O3S at a distorted geometry, with properties calculated with the ωB97M-V functional and the def2-TZVPD basis.

```
46
Properties=species:S:1:pos:R:3:forces:R:3
C -1.468271 -1.368358 6.144762 0.0 0.0 0.1
C 3.320541 2.646695 -3.084241 0.0 0.1 0.0
C 0.258583 -1.440884 4.476867 0.0 0.0 0.0
H -3.423910 2.464016 -2.390270 0.0 0.0 0.0
C -2.618752 -1.486730 -0.833519 -0.2 0.0 0.2
H 5.069883 -0.546991 -4.333879 0.0 0.0 0.1
H 1.288104 -1.587996 4.180023 0.0 0.0 0.0
O 5.030437 -1.737400 -2.250550 -0.1 0.2 -0.1
C -2.002825 -0.925112 3.844204 0.0 0.0 0.0
C 4.170850 0.426956 -2.669224 0.0 -0.1 0.1
C -2.230741 0.698479 -1.992796 0.1 0.3 0.1
H 4.735084 1.374388 -5.879751 0.0 0.0 0.0
C -0.184236 -0.931332 2.082895 -1.0 0.3 -0.6
C -3.962611 -1.372354 -0.115041 0.1 0.0 -0.1
H 2.810571 3.532628 -2.724503 0.0 0.0 0.0
C 4.470845 -0.755437 -1.743029 0.1 -0.4 0.1
H -2.496647 2.528584 -0.883540 0.0 0.0 0.0
S -0.095140 1.534151 -0.029241 0.6 0.0 0.0
H -1.983068 -2.185245 -0.292867 0.0 -0.1 -0.1
H -2.770879 0.132236 -2.753373 0.1 -0.1 0.0
H -4.414009 -2.358388 0.004685 0.0 0.0 0.0
H -3.436857 -0.903962 5.439460 0.0 0.0 0.0
O 0.996946 -1.184018 1.801897 0.4 -0.3 0.3
H -2.763693 -1.861170 -1.849562 0.1 0.0 0.0
C 4.391555 1.431640 -4.853434 0.0 0.0 0.0
C 3.761961 2.582737 -4.397309 0.0 0.0 -0.1
C -0.139321 -1.568518 5.798156 0.0 0.0 0.0
H 3.616262 3.423871 -5.065167 0.0 0.0 0.0
Hg 2.486282 0.513707 1.162085 0.1 0.1 -0.9
H -1.300714 1.072655 -2.426635 -0.1 -0.1 -0.1
H -2.718540 -0.678648 3.072712 0.0 0.0 0.0
C -3.084507 1.882713 -1.531574 0.1 -0.2 0.0
H -3.808108 -0.945856 0.874150 0.0 0.0 0.0
N -1.127210 -0.576242 1.210066 -0.2 -0.9 0.8
H -4.653610 -0.738437 -0.672220 0.0 0.0 0.0
C -2.399451 -1.052292 5.165950 0.0 0.0 0.0
H -3.952103 1.534633 -0.970197 -0.1 0.0 -0.1
O 4.165241 -0.648951 -0.517706 -0.5 0.4 0.5
H 0.582915 -1.825632 6.562750 0.0 0.0 0.0
H -1.776288 -1.450944 7.180106 0.0 0.0 0.0
C -0.669608 -1.110097 3.494246 0.2 -0.1 0.0
C 4.589327 0.360475 -3.994815 0.0 0.1 -0.1
N -1.901161 -0.223696 -0.916559 0.1 -0.2 0.3
C 3.526933 1.574988 -2.228107 0.0 0.0 0.0
C -1.072304 0.119521 0.107887 0.3 0.7 -0.5
H 3.182243 1.629615 -1.203795 0.0 0.0 0.0
```
Positions in Å, forces in eV/Å.

Net charge: -1
Highest occupied orbital energy (spin up / spin down): -0.1703 / -0.1922 hartree
Strongest force on any atom: 1.24 eV Å⁻¹
Spin multiplicity: 2
Lowest unoccupied orbital energy (spin up / spin down): 2.7 / 1.0 eV